The following is a quantum chemistry calculation of a cluster of 10 separate species, C29H67N9O13S in total at a distorted geometry, from the Open Molecules 2025 dataset.

Positions of all 119 atoms, in Å:
S 1.0476 0.2836 0.6198
O -0.5591 0.5154 1.0672
O -3.9681 2.3026 -1.7943
O 5.1676 1.5037 3.9076
O -3.5528 1.8390 4.7117
O 4.6914 -3.2391 3.8850
O -1.3601 2.9789 -6.3322
O 2.5593 4.4758 -4.0535
O 1.4033 -1.1393 0.6033
O -3.3438 -1.5507 -1.7196
O 1.9171 1.2449 1.2677
O -1.8593 -3.4173 3.2418
O 0.8653 -4.0020 -1.6207
O 0.8126 0.8177 -0.9019
N -1.0469 0.9573 -5.2547
N 1.8275 -4.2385 0.3435
N 6.1750 1.5069 1.8488
N 1.2969 5.8623 -2.6846
N 5.4905 -2.7521 1.7907
N -2.7157 2.4042 2.6931
N -4.2086 -3.6198 -1.1084
N -5.8694 2.1154 -2.9654
N -1.4331 -1.8582 4.8570
C -1.3077 1.3857 4.3283
C 1.8450 4.6651 -3.0668
C 7.1965 0.5470 2.2533
C -5.0575 1.7654 -1.9820
C -3.8852 2.5661 1.9226
C 6.3403 -3.8976 1.4142
C -2.3865 0.8752 -4.7074
C 1.6830 7.1084 -3.3191
C -2.2984 -2.6556 0.1404
C 2.3021 -5.0698 1.4765
C 3.8540 -1.3480 2.6199
C 4.7115 -2.5226 2.8816
C -5.3881 3.1316 -3.9271
C 0.7605 2.0911 -6.4410
C 4.4728 3.2237 2.4929
C -5.3819 -3.5753 -1.9787
C 1.4504 3.5074 -2.1294
C -1.1330 -2.5363 3.7654
C -5.6216 0.6472 -1.0315
C -2.6244 1.9253 3.9496
C 1.3448 -6.2184 -1.1628
C -0.5503 0.7474 -1.2550
C 0.2136 -2.3496 3.2587
C -1.3619 0.9754 0.0507
C 5.2120 1.9127 2.7679
C -0.6382 2.0913 -5.9715
C -2.6634 -1.9003 5.5456
C -3.2859 -2.6169 -1.0311
C 1.2417 -4.7687 -0.7241
H -1.5813 1.9535 0.4789
H -2.7620 -0.0961 -4.3856
H -2.1630 -1.7395 0.7153
H 2.8446 -1.6949 2.8415
H -6.2200 3.2561 -4.6202
H 1.7859 -6.8331 -0.3781
H 5.5278 -2.0415 1.0739
H 1.4196 1.8631 -5.6033
H 2.3376 2.9905 -1.7638
H -4.5158 2.7024 -4.4201
H -0.8387 0.6418 3.6842
H -6.7548 1.6503 -3.1061
H 1.9237 -6.1286 -2.0820
H -3.1423 1.1479 -5.4440
H 7.7832 0.9630 3.0724
H 6.2354 -4.7479 2.0882
H 1.0258 7.3591 -4.1518
H 4.7193 3.7908 3.3906
H -1.2902 0.9182 5.3128
H 4.5879 3.7966 1.5728
H 0.8949 1.3423 -7.2216
H -6.1213 -2.7893 -1.8247
H 6.8013 -0.4355 2.5114
H 0.9481 2.7570 -2.7400
H -3.6222 3.0897 1.0035
H 3.8180 -1.1575 1.5473
H 3.4135 2.9713 2.5404
H -0.5440 0.1244 -5.5258
H 0.4197 5.8784 -2.1841
H 7.3125 -3.4051 1.4335
H 0.2691 -2.5711 2.1929
H -2.3419 0.5002 0.0083
H -5.1468 4.0956 -3.4794
H -0.5175 2.1336 4.2627
H 0.3422 -6.5288 -1.4569
H -4.5730 3.2324 2.4430
H 1.7779 -3.2298 0.3320
H -5.0349 0.7190 -0.1157
H 0.6241 -1.3558 3.4372
H -5.5516 -0.3433 -1.4810
H 6.2604 1.9372 0.9390
H 0.8322 -3.1250 3.7105
H -4.9580 -3.1616 -2.8937
H -1.8407 2.6522 2.2538
H 2.7038 7.0079 -3.6878
H -0.5924 -1.5791 5.3422
H -0.7612 1.4100 -2.0944
H -3.8840 -4.5318 -0.8203
H 6.1754 -4.2008 0.3803
H 7.9009 0.4599 1.4261
H 3.3783 -4.9719 1.6186
H 4.1802 -0.5322 3.2649
H -4.4060 1.6200 1.7752
H -2.4292 1.4619 -3.7898
H -2.4945 -1.4105 6.5045
H -2.6470 -3.3722 0.8841
H 1.1609 3.0434 -6.7889
H -0.7758 -0.2224 -1.6984
H -1.3842 -3.0433 -0.3092
H -5.8764 -4.5211 -2.2001
H -6.6612 0.8022 -0.7430
H -3.3831 -1.2762 5.0157
H 1.8925 -4.6061 2.3739
H 1.9571 -6.1008 1.5552
H -3.0589 -2.9126 5.4621
H 0.7576 3.7435 -1.3217
H 1.4809 7.9525 -2.6597

For the relative energy (zero: lowest compared OMol25 entry of this formula, charge and spin), the calculation gives 60.8 kcal per mole. As for the SMILES: O=S1(=O)OCCO1.CNC(C)=O.CNC(C)=O.CNC(C)=O.CNC(C)=O.CNC(C)=O.CNC(C)=O.CNC(C)=O.CNC(C)=O.CNC(C)=O. As for the charge: 0. As for the spin multiplicity: 1. As for the molecular weight: 781.97 g/mol. The calculation puts the max |F| at 4.95 eV Å⁻¹.

---

The following is a quantum chemistry calculation of a cluster of 2 separate species, C3H9NO2S in total at a distorted geometry, from the Open Molecules 2025 dataset.

Positions of all 16 atoms, in Å:
S 0.4465 -1.9522 -2.0874
O -1.3489 1.3232 0.9950
O 2.4970 2.3329 -0.6223
N -1.3016 -0.5242 2.3019
C -0.6687 -0.7521 -1.2105
C -0.1041 -0.5889 0.1813
C -0.8834 0.1816 1.2024
H 2.8531 3.1658 -0.6262
H 0.0772 -1.5677 0.8082
H 1.6163 2.3531 -0.3974
H -0.6512 0.1473 -1.9200
H 0.7957 0.0523 0.1033
H 0.9532 -1.3327 -3.2320
H -1.7737 -0.0942 3.0385
H -1.6346 -1.2527 -1.1282
H -0.8727 -1.4915 2.5933

For the relative energy (zero: lowest compared OMol25 entry of this formula, charge and spin), the calculation gives 42.1 kcal per mole. As for the SMILES: NC(=O)CCS.O. As for the charge: 0. As for the spin multiplicity: 1. As for the molecular weight: 123.18 g/mol. The calculation puts the max |F| at 4.38 eV Å⁻¹.

---

The following is a quantum chemistry calculation of the molecule C4H10N2O at a distorted geometry, from the Open Molecules 2025 dataset.

Positions of all 17 atoms, in Å:
O -0.5006 -1.9090 -1.0969
N 0.5325 0.0780 -0.5946
N 0.5618 -0.7254 -2.7553
C -1.3369 -0.2777 1.0837
C 0.6778 1.1090 1.6064
C 0.1351 -0.9292 -1.4250
C -0.2465 0.6095 0.5213
H -1.9524 0.2373 1.8129
H 1.4434 1.7915 1.2350
H 0.3803 -1.5830 -3.2733
H 0.1022 1.5270 2.4413
H 1.5668 -0.5716 -2.7714
H -0.9232 -1.1767 1.5511
H 1.1717 0.2698 2.1148
H -1.9739 -0.7158 0.3112
H -0.8101 1.5009 0.1996
H 1.1720 0.7655 -0.9609

For the relative energy (zero: lowest compared OMol25 entry of this formula, charge and spin), the calculation gives 11.8 kcal per mole. As for the SMILES: CC(C)NC(N)=O. As for the charge: 0. As for the spin multiplicity: 1. As for the molecular weight: 102.14 g/mol. The calculation puts the max |F| at 1.60 eV Å⁻¹.